[1]
ORCA calculation (the ωB97M-V functional and the def2-TZVPD basis) on C32H27BN5O2P2SSe2Sr as an isolated structure.

Geometry as XYZ:
```
73
Properties=species:S:1:pos:R:3:forces:R:3:mulliken_spin:R:1
Sr 0.36573 0.88249 0.36152 0.7687 -0.2475 0.1757 0.013
Se 7.04248 -3.32078 1.05783 -0.0111 -0.0389 0.0365 0.000
P 6.53228 -1.32267 0.59866 -0.0262 0.0018 -0.0480 0.001
C 7.37646 -0.18444 1.73736 0.0167 -0.0112 -0.0098 0.000
C 6.92384 -0.09222 3.05095 0.0024 -0.0010 0.0052 0.000
C 7.59593 0.70085 3.96288 -0.0061 -0.0011 -0.0037 0.000
C 8.72932 1.40566 3.57299 0.0056 0.0015 -0.0018 0.000
C 9.18493 1.31172 2.26855 0.0026 0.0016 0.0060 0.000
C 8.50947 0.51664 1.35039 -0.0108 0.0110 -0.0098 0.000
C 7.09872 -0.81424 -1.06127 -0.0231 -0.0050 0.0025 0.000
C 6.54485 0.31163 -1.66895 -0.0240 -0.0317 0.0130 0.000
C 6.97609 0.69815 -2.92878 0.0054 0.0043 -0.0191 0.000
C 7.96254 -0.02905 -3.58228 -0.0105 0.0094 0.0037 0.000
C 8.51941 -1.14531 -2.97491 -0.0003 -0.0149 0.0111 0.000
C 8.08502 -1.54058 -1.71716 0.0163 0.0029 0.0031 0.000
C 4.82454 -0.79628 0.66384 0.0395 0.0473 0.0647 0.002
C 3.57365 -1.30047 0.28827 -0.0021 0.0949 -0.0851 -0.004
N 2.71957 -0.26291 0.42924 0.1082 -0.1929 0.0448 0.005
N 3.39052 0.79910 0.85756 -0.1381 -0.0610 0.1156 0.000
N 4.65616 0.50635 1.01139 -0.0081 -0.0097 -0.0307 0.000
P 2.77692 -2.79853 -0.36311 -0.0004 -0.0450 -0.0325 -0.003
Se -1.02810 -1.92178 1.13799 0.0286 -0.0733 0.0172 0.097
C 3.58360 -3.00098 -2.00153 0.0306 0.0193 -0.0071 0.000
C 4.93436 -3.29102 -2.19422 0.0046 -0.0168 -0.0044 -0.001
C 5.46226 -3.36415 -3.47336 -0.0121 0.0050 -0.0073 0.000
C 4.64662 -3.15330 -4.57920 0.0096 -0.0012 -0.0031 0.000
C 3.30066 -2.87541 -4.40066 -0.0086 0.0084 0.0054 0.000
C 2.77306 -2.80314 -3.11682 0.0151 0.0268 -0.0030 0.000
C 3.52130 -4.13570 0.63598 0.0202 0.0210 0.0368 -0.010
C 3.52394 -3.99372 2.02365 0.0049 -0.0048 -0.0101 0.006
C 3.96656 -5.02032 2.83915 0.0111 -0.0065 -0.0027 0.000
C 4.40722 -6.21355 2.28195 0.0036 0.0080 0.0004 0.001
C 4.38826 -6.37196 0.90468 0.0000 -0.0004 -0.0042 0.000
C 3.94247 -5.34264 0.08714 -0.0204 -0.0217 0.0084 0.001
H 6.03467 -0.63264 3.34947 -0.0012 -0.0051 0.0005 0.000
H 7.22944 0.77977 4.97853 -0.0006 -0.0001 0.0011 0.000
H 9.24962 2.03305 4.28635 0.0006 -0.0005 0.0006 0.000
H 10.06297 1.86383 1.95682 -0.0007 -0.0010 0.0000 0.000
H 8.86455 0.45319 0.32946 -0.0004 0.0037 0.0039 0.000
H 5.77315 0.87616 -1.15964 0.0110 0.0064 -0.0113 0.000
H 6.53260 1.56519 -3.40115 -0.0009 0.0003 0.0016 0.000
H 8.29133 0.27226 -4.56958 -0.0008 0.0001 -0.0002 0.000
H 9.28447 -1.71840 -3.48504 0.0008 0.0022 0.0005 0.000
H 8.49056 -2.42332 -1.23645 -0.0030 -0.0037 -0.0052 0.000
H 5.57309 -3.47348 -1.33658 0.0125 0.0306 -0.0078 0.000
H 6.51625 -3.57572 -3.60580 0.0079 0.0018 -0.0011 0.000
H 5.06320 -3.20351 -5.57828 0.0002 0.0006 -0.0009 0.000
H 2.65899 -2.70856 -5.25700 0.0005 0.0006 0.0000 0.000
H 1.72221 -2.58002 -2.97224 -0.0033 -0.0055 -0.0046 -0.001
H 3.18718 -3.06278 2.46569 -0.0004 -0.0006 0.0006 0.002
H 3.97717 -4.88520 3.91362 -0.0017 0.0004 0.0005 0.000
H 4.76379 -7.01402 2.91874 0.0001 -0.0003 0.0001 0.000
H 4.72922 -7.29942 0.45986 0.0008 0.0001 -0.0001 0.000
H 3.94223 -5.47661 -0.98773 -0.0117 -0.0122 0.0172 0.000
S -4.25463 -1.75605 1.01811 -0.0002 -0.0046 0.0033 0.258
C -2.71302 -1.33655 0.92627 0.0027 0.0193 -0.0032 0.622
B 1.79942 5.52448 -1.66582 -0.0078 -0.0051 -0.0192 0.000
C 1.41688 4.09941 -1.07972 0.0276 -0.0129 -0.0040 -0.001
N 1.14504 3.05883 -0.65522 0.0728 0.2297 -0.1008 0.000
H 1.26890 5.63262 -2.75649 0.0000 0.0013 -0.0008 0.000
H 1.38656 6.36937 -0.89421 0.0003 0.0022 0.0020 0.000
H 3.01153 5.57377 -1.76248 0.0026 0.0011 -0.0011 0.000
O -1.49982 1.09963 -1.13482 -0.3372 0.0420 -0.1507 0.012
C -2.24037 1.55802 -0.24245 -0.2369 -0.0173 -0.0671 -0.037
C -3.71599 1.83608 -0.44241 -0.0001 -0.0160 0.0026 0.024
C -4.13596 2.39148 0.90962 -0.0003 0.0039 0.0027 -0.002
C -2.84249 2.37678 1.73288 -0.0191 -0.1145 0.0414 0.003
O -2.77035 2.77762 2.87822 0.0014 0.0155 -0.0026 0.001
N -1.81045 1.84648 0.99994 -0.3027 0.3596 0.0341 0.015
H -4.20097 0.89247 -0.69427 -0.0023 0.0026 -0.0018 -0.005
H -3.84194 2.52710 -1.27678 -0.0001 0.0023 0.0008 0.001
H -4.86842 1.76602 1.41987 0.0025 -0.0049 -0.0011 -0.002
H -4.52145 3.41080 0.87503 -0.0048 -0.0010 0.0021 0.000
```
Forces are in eV/Å.

- Multiplicity: 2
- <S²>: 0.757
- Charge: -2
- Kohn-Sham gap (alpha / beta): 0.1781 / 0.2471 Ha

[2]
ORCA calculation (the ωB97M-V functional and the def2-TZVPD basis) on C32H27BrF4O8P3PtS as an isolated structure.

Geometry as XYZ:
```
77
Properties=species:S:1:pos:R:3:forces:R:3:mulliken_spin:R:1
Pt -0.68482 -0.33556 -0.82686 -0.0388 0.0213 0.2758 1.234
F -5.72538 -2.15888 2.82731 -0.4962 -0.4821 0.1038 0.002
C -4.53503 -1.68960 2.56394 -0.2080 0.5384 -0.0938 0.017
C -4.17364 -0.46654 3.04702 0.6002 0.9608 0.6477 -0.005
F -4.98303 0.16777 3.90092 0.4160 -0.0686 -0.5817 0.000
C -2.93398 0.08166 2.67531 -0.8042 -0.8786 0.0109 0.061
F -2.67595 1.29492 3.07866 0.1702 0.8785 0.5471 0.003
C -2.02623 -0.63589 1.91083 0.2769 -0.0761 0.3064 0.042
P -0.36412 -0.07569 1.45612 1.0178 0.1545 0.5706 0.049
C -0.02437 1.50170 2.27180 -0.3861 0.2530 -0.1810 -0.003
C -0.54519 2.64635 1.66660 0.5879 1.3048 0.6123 0.010
C -0.39917 3.89725 2.30576 0.3638 -1.5972 0.7290 0.001
C 0.19907 3.93971 3.57249 -0.0834 -0.1715 -0.8791 0.004
C 0.71844 2.79840 4.16586 0.2027 0.1898 0.0913 -0.002
C 0.61603 1.57761 3.51816 -0.1637 -0.7142 0.2010 0.001
C 0.80872 -1.20978 2.30521 0.4013 0.0518 0.3916 -0.007
C 0.52724 -2.07951 3.36449 0.0433 0.2987 -0.5051 0.011
C 1.53171 -2.84081 3.93308 0.5244 -0.6202 0.1915 -0.001
C 2.85459 -2.75379 3.45769 -0.4464 -0.7285 0.5479 0.004
C 3.15916 -1.83174 2.47214 0.1125 -0.4006 -0.1472 -0.002
C 2.14216 -1.06583 1.92748 -0.5437 0.1507 -0.1948 0.000
C -2.41031 -1.89164 1.43866 0.1151 0.1305 -0.0531 0.026
Br -1.17130 -2.92066 0.37671 -0.9794 0.0198 0.2004 0.106
C -3.67897 -2.34112 1.71534 0.4307 -1.6196 -1.1070 -0.032
F -4.11896 -3.45830 1.13320 0.0226 -0.1420 0.1843 -0.002
H -1.04599 2.65160 0.71433 -0.1075 -0.2745 -0.2774 0.009
H -0.75337 4.78665 1.84271 -0.3198 0.4849 -0.3179 0.000
H 0.30909 4.86278 4.10361 -0.0583 0.4798 0.0581 0.000
H 1.22935 2.94167 5.12343 -0.2479 -0.4989 -0.3055 0.000
H 0.95234 0.64835 4.00185 0.0351 0.6087 -0.2499 0.000
H -0.47747 -2.16980 3.71252 -0.5847 -0.1491 0.2592 0.001
H 1.29042 -3.57778 4.72029 0.1252 0.5942 -0.4925 0.000
H 3.59360 -3.47927 3.84676 -0.3560 0.7554 -0.2445 0.000
H 4.16149 -1.79105 2.05501 -0.0769 0.2143 0.1608 0.000
H 2.34807 -0.34346 1.16278 0.3032 0.2005 -0.2525 -0.002
C -4.28557 2.18763 -3.52934 -0.2940 0.1669 1.3130 0.000
C -3.28726 1.51302 -2.57038 0.2975 0.9230 -0.2756 0.027
O -3.88305 1.15182 -1.33620 -0.4261 -0.4277 0.3908 0.002
P -2.64276 0.03150 -3.37827 0.5815 -0.7244 -0.2604 0.000
O -3.82470 -0.66754 -4.15583 -0.3679 -0.6553 0.5967 0.004
O -1.73456 0.48034 -4.58862 0.0822 0.0274 0.6389 0.002
O -1.98750 -0.97113 -2.44466 -0.1536 0.4890 -0.3951 0.038
P -1.88404 2.62723 -2.04100 -0.6453 -0.0706 -0.3414 0.027
O -1.44756 3.37100 -3.37533 0.2783 0.9376 -0.4521 0.006
O -2.36942 3.58433 -1.03420 -0.3787 0.1042 0.4118 0.002
O -0.77464 1.66695 -1.64869 0.4731 -0.0186 -0.2108 0.058
H -5.21493 1.60817 -3.47648 0.0508 0.3951 0.0597 0.000
H -3.97200 2.19523 -4.54449 0.5144 0.0235 -0.8790 0.000
H -4.41138 3.23458 -3.19842 -0.2783 -0.4898 -0.1613 0.000
H -4.10474 1.96331 -0.83618 0.3125 -0.2293 -0.4182 0.000
H -4.01080 -1.54434 -3.76117 -0.0536 0.5066 -0.3526 0.002
H -0.78084 0.36342 -4.39978 0.0375 0.1933 0.0289 -0.001
H -1.59842 4.34636 -3.36138 0.1064 -1.1105 0.1591 0.000
O 1.02177 0.00979 -3.54292 -0.2504 0.5882 -0.8925 0.054
S 1.32745 -0.41140 -2.18553 0.1979 -1.0673 0.7940 0.149
C 2.54971 0.60539 -1.40630 -0.3925 0.8114 0.5049 0.022
C 3.67164 0.11608 -0.74662 -0.5005 -1.3525 -1.5111 0.019
C 4.38845 0.94335 0.04314 2.1617 -0.0688 1.4720 -0.003
C 4.01127 2.25093 0.24258 0.7869 1.6896 0.1351 0.010
C 2.94161 2.79203 -0.46741 0.1161 -1.0286 -0.0438 -0.002
C 2.16015 1.95072 -1.25812 0.1265 -0.4863 0.0204 0.006
C 2.04556 -2.05488 -2.30254 0.1421 0.2835 0.8761 0.013
C 2.22581 -2.82410 -1.15090 -0.2982 0.5596 -0.7414 -0.001
C 2.71434 -4.09338 -1.29478 0.6259 -0.2801 0.7773 -0.005
C 3.00049 -4.57746 -2.55718 -0.2717 -0.7124 -0.4612 0.010
C 2.82890 -3.82477 -3.69752 -0.0802 0.2570 -0.7705 -0.004
C 2.37172 -2.50858 -3.55665 -0.3015 -0.6033 0.2397 0.019
H 4.02927 -0.90024 -0.89697 -0.2557 0.1087 -0.0180 0.000
H 5.32885 0.53926 0.50262 -1.0635 0.5475 -0.3187 0.001
H 4.64738 2.93395 0.86417 -0.7440 -0.8240 -0.5653 0.000
H 2.75181 3.83832 -0.41248 -0.3786 0.5381 0.1442 0.000
H 1.21927 2.25729 -1.70926 0.3833 0.2371 -0.0192 0.000
H 1.95446 -2.41846 -0.20602 -0.0859 0.1559 0.7466 0.018
H 2.95812 -4.68702 -0.40994 -0.3696 0.0557 -0.3105 0.000
H 3.23335 -5.61979 -2.68060 0.4331 -0.2143 0.0998 0.000
H 3.00882 -4.29225 -4.69139 -0.1367 0.6368 0.8643 0.000
H 2.10978 -1.84636 -4.34017 0.1710 0.2597 -1.0809 0.000
```
Forces are in eV/Å.

- Multiplicity: 3
- <S²>: 2.008
- Charge: +1
- Kohn-Sham gap (alpha / beta): 0.3065 / 0.2648 Ha

[3]
ORCA calculation (the ωB97M-V functional and the def2-TZVPD basis) on C32H27CaIN5O3 as an isolated structure.

Geometry as XYZ:
```
69
Properties=species:S:1:pos:R:3:forces:R:3:nbo_charge:R:1
Ca 0.47658 0.78853 -0.80280 0.1359 -0.1092 -0.4788 1.800
C -1.18303 4.68913 -1.36488 0.0252 0.0468 0.0659 -0.243
O -0.44122 5.31274 -0.32318 0.0475 -0.0440 0.0173 -0.528
C -0.38702 4.59376 0.85340 -0.0801 -0.0301 0.0647 0.173
C -0.96259 5.15397 1.97200 -0.0260 0.0707 -0.1594 -0.239
C -0.91242 4.51438 3.20942 0.0122 -0.0803 0.1153 -0.296
C -0.28722 3.28779 3.28944 -0.0153 0.0630 -0.0305 -0.174
C 0.28266 2.67152 2.16843 -0.0488 0.1170 0.1645 -0.249
C 0.92394 1.37521 2.39131 0.0075 -0.0443 -0.0038 0.123
N 1.03702 0.49357 1.48050 0.0632 0.0494 -0.0757 -0.408
N 1.73804 -0.66663 1.77649 -0.0278 0.0589 0.1513 -0.477
C 2.25956 -1.17342 0.68479 0.3448 -0.3790 0.0827 0.546
O 2.21913 -0.72190 -0.50704 -0.2619 0.3193 0.0201 -0.861
C 3.04902 -2.43797 0.88971 -0.0406 -0.0249 0.0273 -0.020
C 3.96804 -2.82288 -0.08044 -0.0508 0.0088 -0.0067 -0.210
C 4.70989 -3.98523 0.07346 0.0195 -0.0097 -0.0260 -0.233
C 4.53031 -4.78318 1.19382 -0.0058 -0.0345 0.0070 -0.230
C 3.60930 -4.40702 2.16347 -0.0280 -0.0226 0.0119 -0.215
C 2.87563 -3.24101 2.01500 0.0195 0.0514 -0.0037 -0.214
C 0.28837 3.33413 0.90066 0.0067 0.0089 -0.0148 0.410
O 0.86748 2.86638 -0.15419 -0.1573 -0.0318 -0.0124 -0.892
H -1.18933 5.38816 -2.20023 0.0002 -0.0180 0.0047 0.180
H -2.21604 4.50940 -1.04228 0.0118 -0.0262 -0.0083 0.154
H -0.72535 3.75181 -1.67653 -0.0001 -0.0364 -0.0006 0.200
H -1.44708 6.11712 1.85612 -0.0044 -0.0026 0.0127 0.208
H -1.35581 4.97118 4.08434 -0.0023 0.0011 0.0033 0.200
H -0.23481 2.76881 4.24106 0.0001 -0.0034 0.0062 0.196
H 1.32502 1.17056 3.38858 -0.0029 -0.0423 -0.0180 0.163
H 4.08028 -2.19742 -0.95607 -0.0061 0.0107 0.0058 0.232
H 5.42918 -4.26996 -0.68562 -0.0012 -0.0080 -0.0011 0.201
H 5.09907 -5.69792 1.30981 0.0076 0.0029 0.0007 0.201
H 3.45582 -5.03072 3.03590 0.0084 -0.0062 -0.0009 0.202
H 2.16313 -2.92909 2.76642 -0.0113 0.0023 -0.0022 0.234
C -2.79561 1.30667 0.60060 0.0812 -0.0304 0.1267 -0.286
N -2.00403 0.99429 -0.58244 0.4088 0.0939 -0.2155 -0.576
C -2.49872 1.09097 -1.76067 -0.2199 -0.0231 -0.0047 0.135
C -1.77065 0.92889 -2.98862 -0.1394 0.0529 -0.0100 -0.039
C -2.35958 0.94311 -4.25583 0.1131 0.0025 -0.0453 -0.266
C -1.31166 0.78598 -5.16946 -0.1058 0.0090 -0.0438 -0.362
C -0.15224 0.69642 -4.40032 0.2144 -0.0220 0.0169 -0.057
N -0.40643 0.77863 -3.08272 -0.1753 -0.0345 0.1921 -0.648
C -4.28754 1.38624 0.41351 -0.0327 0.0435 0.0151 0.058
C -5.03937 0.23136 0.21154 0.0264 -0.0092 0.0115 -0.226
C -6.41039 0.30164 0.02872 -0.0123 -0.0319 -0.0056 -0.217
C -7.05303 1.53281 0.04500 -0.0554 -0.0012 -0.0106 -0.226
C -6.31554 2.68891 0.24172 0.0319 0.0356 0.0075 -0.216
C -4.94028 2.61334 0.42238 0.0188 -0.0141 -0.0128 -0.228
H -2.42330 2.25411 1.00681 -0.0197 -0.0123 -0.0008 0.219
H -2.55613 0.55218 1.35628 -0.0414 -0.0106 -0.0214 0.206
H -3.56094 1.31991 -1.90546 0.0312 -0.0150 0.0351 0.165
H -3.41346 1.05359 -4.46354 -0.0120 0.0037 -0.0086 0.202
H -1.37471 0.74964 -6.24588 0.0032 -0.0010 -0.0089 0.202
H 0.86517 0.58684 -4.75395 -0.0048 -0.0010 -0.0122 0.180
H -4.53638 -0.72894 0.19100 0.0037 -0.0027 0.0064 0.214
H -6.98103 -0.60557 -0.12552 -0.0047 -0.0043 -0.0041 0.207
H -8.12517 1.58719 -0.09636 -0.0040 0.0047 -0.0005 0.205
H -6.80592 3.65420 0.25490 -0.0180 -0.0027 -0.0042 0.207
H -4.36093 3.51697 0.57526 0.0076 0.0033 0.0083 0.216
I 0.76775 -6.51225 0.15573 0.0396 -0.0475 0.0452 0.136
C 0.85501 -4.79790 -1.01941 0.0148 0.1382 -0.1210 -0.204
C 1.72194 -4.70717 -2.09544 -0.0261 -0.0460 0.0500 -0.204
C 1.69621 -3.54864 -2.85351 -0.0313 0.0354 0.0104 -0.241
C 0.81251 -2.53788 -2.50602 0.0289 -0.0164 -0.0626 0.057
N -0.01872 -2.62653 -1.47210 -0.0257 0.1939 0.0412 -0.414
C 0.01119 -3.73097 -0.74032 -0.0765 -0.1442 0.1027 0.011
H 2.39787 -5.51853 -2.32962 0.0138 0.0061 -0.0101 0.223
H 2.35324 -3.42019 -3.70286 0.0243 -0.0296 0.0033 0.217
H 0.76240 -1.61866 -3.07924 -0.0162 -0.0205 0.0028 0.217
H -0.67356 -3.78386 0.09913 0.0203 0.0397 0.0093 0.199
```
Forces are in eV/Å.

- Multiplicity: 1
- Charge: -1
- Kohn-Sham gap: 0.2419 Ha

Going through the records in order, we get F_max values of 0.83 2.62 0.52 eV/A.
Going through the records in order, we get energy relative to the best compared isomer or geometry (same formula, charge and spin) values of 2.4 12.4 14.0 kcal per mole.